Record 1
Molecular formula: C39H37BrClIN3O5S2Sn
Method: DFT, wB97M-V/def2-TZVPD

* HOMO: -0.4103 Eh
* electronic energy: -6391.23873 hartree
* energy above the lowest of the compared OMol25 structures with the same formula, charge and spin: 125.7 kJ/mol
* charge: +1
* gap between HOMO and LUMO: 0.28587 Eh

```
90
Properties=species:S:1:pos:R:3:forces:R:3
Sn 0.591 -0.096 -0.118 0.683 -0.287 0.077
C 3.518 1.140 1.450 -0.035 -0.077 -0.014
C 3.766 0.541 0.102 0.020 0.063 -0.003
C 5.095 0.266 -0.280 0.000 0.017 -0.008
C 5.364 -0.249 -1.510 0.009 -0.001 -0.028
C 4.310 -0.479 -2.420 0.037 -0.020 -0.014
C 4.531 -0.980 -3.723 0.028 0.001 0.016
C 3.476 -1.196 -4.559 -0.057 0.004 -0.006
C 2.163 -0.922 -4.127 0.049 -0.028 -0.038
C 1.924 -0.421 -2.873 0.040 0.016 0.066
S 0.255 -0.017 -2.452 -0.233 0.037 -0.077
C 3.003 -0.194 -1.985 -0.124 0.003 0.000
N 2.753 0.292 -0.722 0.008 -0.036 0.110
H 4.444 1.548 1.848 0.004 -0.010 -0.005
H 3.152 0.384 2.150 -0.014 0.026 -0.021
H 2.780 1.937 1.393 0.002 0.001 0.004
H 5.887 0.469 0.427 -0.016 0.008 -0.013
H 6.380 -0.477 -1.808 -0.028 0.013 0.007
H 5.546 -1.187 -4.038 -0.028 0.002 0.010
H 3.633 -1.582 -5.557 -0.004 0.002 0.016
H 1.330 -1.104 -4.795 0.029 0.012 0.014
O 0.143 -6.201 1.060 0.123 0.150 0.040
C -0.971 -5.951 0.398 -0.111 0.055 -0.036
O -1.755 -6.820 0.132 0.000 0.029 -0.023
C -1.250 -4.523 -0.012 0.059 0.058 0.048
C -2.427 -4.129 -0.620 -0.038 -0.043 -0.061
Cl -3.752 -5.115 -0.985 0.040 -0.113 0.140
N -2.369 -2.790 -0.877 -0.075 0.123 -0.014
N -1.190 -2.292 -0.435 -0.032 -0.026 -0.092
C -0.517 -3.315 0.064 0.080 -0.050 0.041
C 0.872 -3.066 0.559 0.116 -0.076 0.197
O 1.501 -3.917 1.158 -0.203 -0.067 -0.125
O 1.388 -1.889 0.326 -0.019 -0.181 -0.168
C -3.267 -1.932 -1.621 0.065 -0.080 0.010
C -2.943 -0.588 -1.738 -0.031 -0.005 -0.052
C -3.715 0.266 -2.507 0.012 0.035 0.012
C -4.851 -0.202 -3.149 -0.016 -0.009 0.003
C -5.199 -1.533 -2.997 -0.007 0.017 -0.013
C -4.418 -2.401 -2.247 -0.027 -0.018 -0.054
H 0.692 -5.393 1.184 0.069 0.028 0.005
H -2.094 -0.200 -1.211 0.126 0.052 0.037
H -3.422 1.304 -2.600 -0.002 -0.020 0.011
H -5.456 0.461 -3.753 0.009 -0.011 0.011
H -6.087 -1.922 -3.477 0.015 0.007 0.004
H -4.724 -3.427 -2.175 0.012 0.117 -0.062
C -4.492 3.282 2.756 0.010 0.006 -0.044
C -4.954 2.384 1.611 0.021 0.025 -0.001
C -3.829 1.845 0.730 -0.123 0.026 -0.002
S -2.845 0.501 1.428 0.073 0.081 0.143
O -2.500 0.871 2.830 -0.110 -0.022 -0.096
C -4.139 -0.798 1.497 -0.065 -0.004 -0.005
C -4.457 -1.208 2.930 0.014 -0.031 0.000
C -3.368 -2.082 3.543 -0.019 -0.003 -0.012
H -5.352 3.647 3.318 0.011 0.009 -0.006
H -3.962 4.153 2.362 -0.030 -0.060 0.019
H -3.828 2.754 3.435 0.003 -0.012 0.001
H -5.613 2.958 0.956 -0.064 -0.022 0.000
H -5.555 1.555 1.994 0.021 0.008 0.020
H -3.112 2.632 0.476 -0.027 -0.034 0.017
H -4.220 1.436 -0.205 0.028 0.044 -0.008
H -3.747 -1.650 0.941 -0.009 0.033 0.023
H -5.012 -0.421 0.965 -0.011 -0.040 0.023
H -5.399 -1.759 2.903 -0.028 0.005 0.018
H -4.619 -0.321 3.543 0.025 -0.003 -0.006
H -3.246 -3.008 2.972 0.004 0.019 0.001
H -3.623 -2.357 4.566 0.005 -0.011 -0.005
H -2.413 -1.555 3.568 -0.008 0.002 -0.003
C 0.211 1.163 4.564 0.016 0.010 -0.002
C 0.206 2.167 3.607 0.024 0.021 -0.021
C 0.284 1.844 2.261 0.144 -0.103 0.168
C 0.406 0.512 1.886 -0.434 0.131 -0.104
C 0.393 -0.507 2.835 0.056 0.146 0.037
C 0.301 -0.165 4.179 0.020 -0.060 -0.007
H 0.140 1.416 5.614 0.005 -0.007 -0.021
H 0.133 3.205 3.905 -0.010 -0.026 -0.013
H 0.299 2.631 1.524 -0.029 0.019 -0.030
H 0.487 -1.548 2.564 -0.024 0.027 0.003
H 0.302 -0.950 4.924 -0.008 0.015 -0.010
Br 0.692 6.565 -2.712 0.031 -0.012 -0.020
C -0.377 6.284 -1.188 -0.029 -0.005 0.074
C -1.130 7.352 -0.715 -0.017 0.002 -0.002
C -1.934 7.200 0.401 -0.002 0.029 -0.004
C -1.999 5.976 1.050 0.003 -0.007 0.007
C -1.254 4.905 0.583 -0.007 0.016 -0.047
C -0.438 5.058 -0.533 0.012 0.044 0.061
I 0.676 3.420 -1.205 -0.094 0.015 -0.087
H -1.078 8.301 -1.231 0.004 -0.017 0.015
H -2.511 8.041 0.762 0.007 -0.016 -0.008
H -2.629 5.850 1.921 0.044 0.024 -0.034
H -1.321 3.949 1.085 0.029 0.017 0.018
```
Forces are in eV/Å.

=====

Record 2
Molecular formula: C39H37CsGeN11OS5Sb
Method: DFT, wB97M-V/def2-TZVPD

* HOMO: -0.1121 Eh
* electronic energy: -6514.30861 hartree
* energy above the lowest of the compared OMol25 structures with the same formula, charge and spin: 98.7 kJ/mol
* charge: -2
* gap between HOMO and LUMO: 0.23669 Eh

```
96
Properties=species:S:1:pos:R:3:forces:R:3
Cs 0.733 -1.003 0.480 -0.303 -0.035 0.417
S 0.212 -1.343 4.074 0.015 0.024 -0.039
C -1.317 -0.868 4.658 -0.086 -0.014 -0.067
C -1.543 -0.794 6.062 0.028 0.008 0.020
C -2.744 -0.408 6.607 -0.001 0.039 0.020
C -2.875 -0.336 8.039 -0.015 -0.069 0.006
N -2.977 -0.278 9.182 0.015 0.036 0.003
C -3.838 -0.064 5.781 -0.025 -0.007 -0.065
C -3.655 -0.139 4.407 -0.007 0.009 0.024
C -2.448 -0.535 3.855 0.070 -0.027 -0.007
S -2.351 -0.651 2.089 -0.117 -0.030 -0.010
C -5.093 0.354 6.320 0.034 0.012 0.074
N -6.103 0.699 6.752 -0.018 -0.003 -0.038
H -0.724 -1.059 6.715 -0.001 0.001 -0.002
H -4.479 0.107 3.750 0.002 -0.004 -0.005
C 2.429 2.524 -5.112 -0.058 0.052 -0.037
C 2.620 2.815 -3.674 -0.021 0.063 0.017
N 3.652 3.393 -3.143 0.062 -0.156 0.008
N 3.377 3.405 -1.806 -0.193 0.197 0.011
C 2.175 2.883 -1.493 0.200 -0.213 -0.077
S 1.452 2.678 0.000 -0.039 0.068 0.111
N 1.695 2.506 -2.710 -0.058 -0.050 -0.056
N 0.455 1.890 -2.876 0.033 -0.012 -0.013
H 3.307 2.869 -5.651 0.007 -0.037 -0.009
H 1.541 3.019 -5.510 -0.007 0.034 0.013
H 2.296 1.453 -5.261 0.043 -0.025 0.010
H 4.116 3.574 -1.143 0.020 0.057 0.053
H 0.271 1.766 -3.870 -0.021 0.044 -0.019
H 0.524 0.958 -2.470 -0.005 0.013 0.042
S -3.434 -2.383 1.715 0.008 0.070 0.030
C -2.423 -3.581 2.541 -0.008 0.004 0.021
C -2.718 -3.809 3.880 -0.014 0.023 -0.005
C -1.965 -4.682 4.651 -0.008 0.002 -0.015
C -2.297 -4.904 6.024 0.050 -0.026 0.006
N -2.571 -5.098 7.125 -0.024 0.013 0.001
C -0.886 -5.342 4.035 0.009 0.002 -0.002
C -0.604 -5.133 2.703 0.017 0.013 -0.030
C -1.354 -4.248 1.897 -0.011 -0.069 -0.008
S -0.935 -4.080 0.236 0.057 -0.073 0.019
C -0.074 -6.269 4.779 -0.036 -0.004 0.036
N 0.568 -7.025 5.360 0.014 -0.001 -0.018
H -3.548 -3.286 4.335 0.003 0.010 -0.009
H 0.223 -5.657 2.246 0.001 0.005 0.001
Ge 3.597 -0.602 -2.444 0.140 -0.132 0.009
C 4.215 -2.403 -1.688 -0.115 -0.053 0.151
C 4.857 -3.279 -2.564 0.031 -0.063 -0.034
C 5.282 -4.546 -2.169 0.028 0.028 -0.103
C 5.058 -4.988 -0.878 -0.041 0.000 0.095
C 4.415 -4.147 0.026 0.081 -0.111 -0.085
C 4.019 -2.884 -0.378 -0.163 0.449 -0.234
C 4.868 0.610 -1.433 -0.013 0.037 0.005
C 5.897 1.265 -2.114 -0.007 -0.060 -0.015
C 6.702 2.213 -1.497 0.039 0.035 -0.007
C 6.490 2.545 -0.165 -0.014 0.000 0.026
C 5.479 1.903 0.543 0.023 0.008 -0.015
C 4.691 0.950 -0.089 -0.020 -0.046 0.026
H 2.428 -0.387 -1.373 0.183 0.076 -0.275
H 5.027 -2.963 -3.590 0.001 -0.005 0.003
H 5.784 -5.196 -2.878 -0.010 0.022 -0.017
H 5.374 -5.982 -0.585 -0.022 0.013 0.061
H 4.215 -4.473 1.039 0.029 -0.027 0.002
H 3.538 -2.240 0.356 0.074 -0.035 -0.044
H 6.049 1.050 -3.168 0.004 0.009 -0.002
H 7.484 2.712 -2.060 -0.006 -0.008 -0.006
H 7.105 3.295 0.319 0.002 -0.002 -0.003
H 5.295 2.156 1.580 -0.008 -0.002 0.002
H 3.892 0.485 0.477 0.011 0.008 0.002
C -2.662 3.043 -2.455 -0.005 0.024 0.018
Sb -2.404 1.686 -0.810 0.151 -0.132 -0.032
C -2.688 3.161 0.726 -0.010 0.003 -0.003
C -4.471 1.044 -0.833 0.037 -0.003 -0.004
H -3.629 3.543 -2.381 0.000 0.007 -0.006
H -2.600 2.484 -3.388 -0.008 -0.008 0.009
H -1.860 3.779 -2.439 0.009 -0.013 0.014
H -3.541 3.796 0.483 0.004 0.013 0.009
H -1.786 3.766 0.810 0.000 0.003 -0.019
H -2.866 2.666 1.682 -0.010 -0.017 -0.006
H -5.130 1.907 -0.728 -0.018 -0.005 0.000
H -4.654 0.345 -0.017 -0.008 0.014 0.006
H -4.690 0.549 -1.781 -0.006 0.006 -0.003
C 1.657 -1.256 -5.842 -0.005 -0.043 0.086
N 0.664 -1.447 -4.793 0.035 0.045 -0.050
C 0.876 -2.384 -3.838 -0.026 -0.101 0.070
C 0.007 -2.577 -2.823 0.001 -0.035 -0.046
C -1.156 -1.737 -2.817 0.002 -0.018 -0.147
N -1.314 -0.753 -3.694 -0.079 0.067 0.069
C -0.393 -0.530 -4.662 0.060 0.029 0.112
O -0.424 0.449 -5.410 0.010 0.000 -0.077
N -2.121 -1.935 -1.912 0.067 -0.022 -0.037
H 1.938 -2.229 -6.247 -0.016 -0.001 -0.005
H 2.546 -0.779 -5.422 -0.007 0.006 -0.034
H 1.215 -0.641 -6.619 0.019 0.012 0.002
H 1.777 -2.974 -3.943 -0.003 0.021 0.004
H 0.172 -3.353 -2.091 -0.032 0.013 0.048
H -2.013 -2.628 -1.168 -0.034 0.048 0.055
H -2.902 -1.301 -1.907 0.033 0.002 0.013
```
Forces are in eV/Å.

=====

> What is the HOMO in the first record?

-0.4103 Eh